(P)
This record from OMol25 describes an isolated ion of composition H4N2O2P and charge -1. The level of theory is ωB97M-V/def2-TZVPD.

Last columns: bonded neighbours and bond lengths (Å).
Geometry (Å):
1 N 0.786 1.020 -0.812  N2 1.423, H6 1.071, H7 1.031
2 N -0.510 0.778 -0.276  N1 1.423, P3 1.821, H8 0.995
3 P -0.481 -0.881 0.476  N2 1.821, O4 1.518, O5 1.511, H9 1.534
4 O 0.910 -1.474 0.345  P3 1.518
5 O -1.653 -1.681 -0.044  P3 1.511
6 H 1.497 0.396 -0.309  N1 1.071
7 H 0.799 0.846 -1.828  N1 1.031
8 H -0.676 1.236 0.591  N2 0.995
9 H -0.671 -0.240 1.856  P3 1.534

Summary:
Structure (SMILES): NN[P@H](=O)[O-]
Orbital gap in eV: 9.25
Total charge: -1

***

(Q)
This record from OMol25 describes a 2-piece molecular cluster, H4N2O2P overall. The level of theory is ωB97M-V/def2-TZVPD.

Last columns: bonded neighbours and bond lengths (Å).
Geometry (Å):
1 N 0.194 -0.825 0.132  P5 1.631, H6 1.063
2 N -0.524 1.311 1.544  H7 1.115, H8 0.981, H9 0.997
3 O 1.236 -1.505 -2.308  P5 1.464
4 O -0.590 0.155 -2.156  P5 1.430
5 P 0.365 -0.667 -1.482  N1 1.631, O3 1.464, O4 1.430
6 H 1.044 -1.461 0.193  N1 1.063
7 H -0.183 0.894 0.568  N2 1.115
8 H -1.462 1.337 1.261  N2 0.981
9 H -0.080 0.761 2.247  N2 0.997

Summary:
Orbital gap in eV: 8.92
Total charge: -1

***

Calculated relative energies: (P) 16.1; (Q) 0.0, given in kJ/mol

***

(P)
This record from OMol25 describes a 2-piece molecular cluster, C4H12N3O overall. The level of theory is ωB97M-V/def2-TZVPD.

Last columns: bonded neighbours and bond lengths (Å).
Geometry (Å):
1 O 0.772 1.787 0.121  C2 1.207
2 C 0.153 1.735 1.157  O1 1.207, C3 1.508, H5 1.104
3 C 0.792 1.293 2.449  C2 1.508, N4 1.476, H6 1.089, H7 1.095
4 N -0.257 1.050 3.458  C3 1.476, H8 1.014, H9 1.023
5 H -0.915 2.013 1.171  C2 1.104
6 H 1.308 0.356 2.245  C3 1.089
7 H 1.525 2.065 2.702  C3 1.095
8 H 0.222 0.765 4.306  N4 1.014
9 H -0.601 1.968 3.755  N4 1.023
10 C -0.013 -0.845 -1.644  C11 1.346, N13 1.332, H14 1.085
11 C -0.494 -1.995 -2.151  C10 1.346, N12 1.484, H15 1.077
12 N -1.921 -2.319 -1.903  C11 1.484, H16 1.025, H17 1.010, H18 1.026
13 N 1.253 -0.431 -1.648  C10 1.332, H19 1.003, H20 1.010
14 H -0.667 -0.128 -1.158  C10 1.085
15 H 0.069 -2.852 -2.483  C11 1.077
16 H -2.039 -2.850 -1.035  N12 1.025
17 H -2.491 -1.487 -1.844  N12 1.010
18 H -2.324 -2.880 -2.662  N12 1.026
19 H 2.009 -0.960 -2.042  N13 1.003
20 H 1.522 0.438 -1.209  N13 1.010

Summary:
Orbital gap in eV: 9.32
Total charge: +1

***

(Q)
This record from OMol25 describes a 2-piece molecular cluster, C4H12N3O overall. The level of theory is ωB97M-V/def2-TZVPD.

Last columns: bonded neighbours and bond lengths (Å).
Geometry (Å):
1 O 0.307 -3.266 -0.925  C2 1.196
2 C -0.018 -3.210 0.224  O1 1.196, C3 1.515, H5 1.104
3 C 0.356 -2.027 1.095  C2 1.515, N4 1.471, H6 1.094, H7 1.083
4 N 1.139 -1.075 0.293  C3 1.471, H8 1.140, H9 1.018, H10 1.030
5 H -0.643 -3.984 0.702  C2 1.104
6 H -0.594 -1.581 1.405  C3 1.094
7 H 0.901 -2.347 1.973  C3 1.083
8 H 0.661 -0.041 0.258  N4 1.140
9 H 2.097 -0.963 0.619  N4 1.018
10 H 1.211 -1.431 -0.671  N4 1.030
11 C 0.840 2.151 -0.571  N14 1.480, H15 1.087, H16 1.088, H17 1.093
12 N -1.920 2.319 -0.718  C13 1.353, H18 1.009, H19 1.010
13 C -1.293 1.461 0.120  N12 1.353, N14 1.282, H20 1.086
14 N -0.031 1.282 0.252  C11 1.480, C13 1.282
15 H 1.843 2.128 -0.150  C11 1.087
16 H 0.466 3.173 -0.592  C11 1.088
17 H 0.913 1.797 -1.602  C11 1.093
18 H -2.861 2.054 -0.969  N12 1.009
19 H -1.406 2.627 -1.532  N12 1.010
20 H -1.966 0.933 0.789  C13 1.086

Summary:
Orbital gap in eV: 10.85
Total charge: +1

***

Calculated relative energies: (P) 83.9; (Q) 0.0, given in kJ/mol

***

(P)
This record from OMol25 describes a 2-piece molecular cluster, C4H10N3O overall. The level of theory is ωB97M-V/def2-TZVPD.

Last columns: bonded neighbours and bond lengths (Å).
Geometry (Å):
1 C -2.396 -1.731 0.134  C2 1.538, N5 1.251, H9 1.057
2 C -0.899 -1.378 0.156  C1 1.538, C3 1.561, H10 1.143, H11 1.107
3 C -0.692 0.166 0.053  C2 1.561, N6 1.275, O8 1.341
4 C -2.067 2.078 0.054  N6 1.359, H12 1.084, H13 1.192, H14 1.126
5 N -3.266 -0.838 0.041  C1 1.251
6 N -1.743 0.803 -0.287  C3 1.275, C4 1.359
7 N 2.852 -0.288 -0.149  H15 1.039, H16 1.017, H17 1.047
8 O 0.491 0.788 0.158  C3 1.341, H18 1.029
9 H -2.738 -2.649 0.530  C1 1.057
10 H -0.506 -1.687 1.183  C2 1.143
11 H -0.226 -1.870 -0.574  C2 1.107
12 H -1.202 2.562 0.492  C4 1.084
13 H -2.514 2.511 -0.962  C4 1.192
14 H -2.767 1.884 0.915  C4 1.126
15 H 3.254 0.532 -0.644  N7 1.039
16 H 3.041 -1.154 -0.646  N7 1.017
17 H 3.162 -0.237 0.850  N7 1.047
18 H 1.276 0.142 0.317  O8 1.029

Summary:
Orbital gap (alpha / beta) in eV: 9.31 / 7.99
Total charge: +1

***

(Q)
This record from OMol25 describes a 2-piece molecular cluster, C4H10N3O overall. The level of theory is ωB97M-V/def2-TZVPD.

Last columns: bonded neighbours and bond lengths (Å).
Geometry (Å):
1 C -0.444 -1.397 -1.941  C2 1.328, H9 1.081, H10 1.076
2 C 0.750 -0.924 -1.604  C1 1.328, H11 1.079, H16 1.080
3 C -0.232 1.081 0.971  N5 1.349, N6 1.260, N7 1.436
4 C 0.882 -1.037 0.804  N7 1.307, O8 1.294, H12 1.088
5 N -1.417 1.612 1.335  C3 1.349, H13 1.007, H14 1.008
6 N 0.792 1.601 0.453  C3 1.260, H15 1.011
7 N -0.171 -0.343 1.150  C3 1.436, C4 1.307, H17 1.017
8 O 0.874 -2.318 0.985  C4 1.294, H18 0.972
9 H -0.602 -2.434 -2.202  C1 1.081
10 H -1.314 -0.765 -1.970  C1 1.076
11 H 1.627 -1.549 -1.678  C2 1.079
12 H 1.777 -0.459 0.585  C4 1.088
13 H -1.542 2.609 1.283  N5 1.007
14 H -2.126 1.094 1.831  N5 1.008
15 H 0.794 2.603 0.320  N6 1.011
16 H 0.924 0.131 -1.449  C2 1.080
17 H -1.014 -0.835 1.435  N7 1.017
18 H 1.707 -2.773 0.779  O8 0.972

Summary:
Orbital gap in eV: 9.56
Total charge: +1

***

(R)
This record from OMol25 describes a 2-piece molecular cluster, C4H10N3O overall. The level of theory is ωB97M-V/def2-TZVPD.

Last columns: bonded neighbours and bond lengths (Å).
Geometry (Å):
1 C 2.538 1.939 -0.313  C2 1.485, N5 1.216, H9 1.156
2 C 1.325 1.947 0.544  C1 1.485, C3 1.572, H10 1.134, H11 1.059
3 C 0.425 0.668 0.393  C2 1.572, N6 1.250, O8 1.376
4 C 0.291 -1.644 -0.317  N6 1.360, H12 1.104, H13 1.174, H14 1.185
5 N 3.171 1.107 -0.933  C1 1.216
6 N 0.842 -0.479 0.118  C3 1.250, C4 1.360
7 N -2.719 -1.679 -0.421  H15 0.950, H16 1.111, H17 1.018
8 O -0.808 1.098 0.825  C3 1.376, H18 0.968
9 H 2.895 3.036 -0.379  C1 1.156
10 H 1.793 1.944 1.577  C2 1.134
11 H 0.733 2.807 0.366  C2 1.059
12 H 0.403 -2.467 0.411  C4 1.104
13 H -0.854 -1.505 -0.540  C4 1.174
14 H 0.656 -1.901 -1.414  C4 1.185
15 H -3.115 -0.816 -0.410  N7 0.950
16 H -3.134 -2.220 0.457  N7 1.111
17 H -3.075 -2.249 -1.186  N7 1.018
18 H -1.366 0.414 1.223  O8 0.968

Summary:
Orbital gap (alpha / beta) in eV: 5.59 / 10.21
Total charge: +1

***

Calculated relative energies: (P) 260.3; (Q) 0.0; (R) 381.8, given in kJ/mol

***

(P)
This record from OMol25 describes a 2-piece molecular cluster, C4H10N3O overall. The level of theory is ωB97M-V/def2-TZVPD.

Last columns: bonded neighbours and bond lengths (Å).
Geometry (Å):
1 C 2.601 0.163 1.281  N5 1.170, H9 1.155
2 C -0.351 1.934 0.714  C3 1.528, H10 1.082, H11 1.084, H17 1.001
3 C -0.993 0.814 -0.103  C2 1.528, N7 1.330, O8 1.299
4 C 1.543 -0.273 -1.891  N6 1.439, H12 1.079, H13 1.142, H14 1.118
5 N 1.992 0.130 0.283  C1 1.170, N6 1.231
6 N 1.139 -0.273 -0.510  C4 1.439, N5 1.231
7 N -1.615 -0.106 0.628  C3 1.330, H15 0.985, H16 0.966
8 O -1.102 0.918 -1.394  C3 1.299, H18 0.996
9 H 3.182 0.979 1.856  C1 1.155
10 H 0.105 2.627 0.019  C2 1.082
11 H -1.085 2.410 1.356  C2 1.084
12 H 1.714 0.710 -2.301  C4 1.079
13 H 2.579 -0.720 -2.063  C4 1.142
14 H 0.878 -0.753 -2.652  C4 1.118
15 H -2.172 -0.848 0.295  N7 0.985
16 H -1.567 -0.021 1.589  N7 0.966
17 H 0.416 1.499 1.187  C2 1.001
18 H -1.650 0.118 -1.623  O8 0.996

Summary:
Orbital gap in eV: 8.96
Total charge: +1

***

(Q)
This record from OMol25 describes an isolated ion of composition C4H10N3O and charge +1. The level of theory is ωB97M-V/def2-TZVPD.

Last columns: bonded neighbours and bond lengths (Å).
Geometry (Å):
1 C -2.284 0.149 -0.217  C2 1.501, H9 1.116, H10 1.061, H11 1.072
2 C -1.392 -0.675 0.665  C1 1.501, O3 1.180, N4 1.458
3 O -1.577 -0.975 1.791  C2 1.180
4 N -0.056 -0.989 0.172  C2 1.458, C5 1.435, N8 1.408
5 C 0.860 -0.913 1.274  N4 1.435, N6 1.416, H12 1.107, H13 1.039
6 N 1.284 0.438 1.282  C5 1.416, C7 1.412, H14 1.031
7 C 1.627 0.724 -0.058  N6 1.412, N8 1.687, H15 1.093, H16 1.083
8 N 0.438 -0.164 -0.858  N4 1.408, C7 1.687, H17 1.061, H18 1.012
9 H -3.191 0.231 0.429  C1 1.116
10 H -2.514 -0.322 -1.140  C1 1.061
11 H -1.904 1.147 -0.304  C1 1.072
12 H 1.577 -1.753 1.201  C5 1.107
13 H 0.430 -1.342 2.117  C5 1.039
14 H 0.759 1.070 1.904  N6 1.031
15 H 1.544 1.768 -0.374  C7 1.093
16 H 2.535 0.181 -0.292  C7 1.083
17 H -0.418 0.411 -1.108  N8 1.061
18 H 1.021 -0.683 -1.502  N8 1.012

Summary:
Structure (SMILES): CC(=O)N1CNC[NH2+]1
Orbital gap in eV: 11.46
Total charge: +1

***

Calculated relative energies: (P) 145.8; (Q) 0.0, given in kJ/mol